Molecular formula: C26H42Cl3N4O4ScSi
Method: DFT, ωB97M-V/def2-TZVPD

Last column: Löwdin charge in e.
Element x y z (Å)
1 Sc -0.33033 0.55853 0.39301  0.50
2 Cl -1.56540 2.28486 -2.63347  0.33
3 Cl 0.28565 2.87930 -0.28302  0.19
4 Cl -2.67083 0.57013 0.76202  0.02
5 Si -1.42516 4.23794 -1.84913  0.04
6 O -0.81966 3.38861 7.35555  0.06
7 O 1.92188 0.28468 0.36765  -0.13
8 O -0.41454 -0.55425 -1.28474  -0.32
9 O 0.10412 -1.16073 1.75110  -0.12
10 N 0.18095 -3.13603 2.87906  -0.15
11 N 0.16480 5.18845 6.35632  0.16
12 N 2.73363 -0.60764 -1.59017  -0.18
13 N -0.16538 1.72515 2.63109  -0.01
14 C -1.46458 -3.96159 -0.74124  -0.03
15 C -0.96177 -1.73146 -1.77743  -0.37
16 C -0.75938 -1.83104 -3.28627  -0.23
17 C -2.27033 5.47769 -3.11514  -0.25
18 C 0.01793 -2.79530 -3.83025  -0.11
19 C -1.05263 2.02182 4.85425  0.02
20 C -0.94976 1.31630 3.64919  -0.12
21 C -0.38013 3.92926 6.35011  -0.48
22 C 0.59002 2.82602 2.83327  -0.14
23 C -0.51545 -2.98835 -1.03442  -0.19
24 C -0.45882 -4.37912 3.29953  -0.04
25 C -0.32206 3.21275 5.03211  -0.12
26 C -1.04472 -5.18934 -0.23307  -0.09
27 C 0.83204 -3.20729 -0.78757  -0.05
28 C 2.20229 0.44497 -2.43850  -0.02
29 C 0.51144 3.60800 3.98239  0.00
30 C -2.71292 4.31288 -0.48089  -0.24
31 C 0.32722 -2.93035 -5.29021  -0.10
32 C 2.60989 -0.56705 -0.25110  -0.27
33 C 3.61019 -1.58151 -2.23967  -0.04
34 C 1.25043 -4.43353 -0.26667  -0.08
35 C -1.48397 -0.80819 -4.08075  -0.06
36 C 0.30846 -5.42851 0.00873  -0.11
37 C -0.45641 -2.19916 2.17185  -0.25
38 C 1.60265 -3.00465 3.18115  -0.01
39 C 0.14687 5.31214 -1.98312  -0.27
40 H 1.11420 4.51797 4.00665  0.11
41 H -1.69890 1.63564 5.64181  0.12
42 H -2.51510 -3.73058 -0.96750  0.13
43 H 0.06441 5.98752 -2.85503  0.01
44 H -0.40777 -4.47668 4.39478  0.09
45 H -1.53602 -2.39196 1.99202  0.16
46 H -2.49017 6.42090 -2.60007  0.03
47 H -1.08714 0.18367 -3.84241  0.00
48 H -2.59301 3.47879 0.22699  -0.03
49 H 1.41085 0.02696 -3.08279  0.09
50 H 3.02292 0.81531 -3.07348  0.10
51 H -3.18825 5.09185 -3.55853  0.01
52 H 2.31605 -4.60961 -0.11586  0.10
53 H 3.17948 -1.34843 0.27089  0.15
54 H 0.25940 -1.98300 -5.83709  0.06
55 H 1.75608 -3.24528 4.23612  0.09
56 H 2.18478 -3.72229 2.59039  0.09
57 H -3.71836 4.23114 -0.94997  0.04
58 H 1.06884 4.72572 -2.12041  0.00
59 H 0.23381 5.95326 -1.09077  0.03
60 H 4.28825 -1.05297 -2.92826  0.10
61 H -2.65852 5.28251 0.04238  0.03
62 H -2.05753 -1.65889 -1.65013  0.14
63 H 1.35440 -3.31704 -5.40064  0.07
64 H 0.28561 5.72965 5.50644  0.10
65 H 4.19302 -2.12689 -1.48451  0.09
66 H -1.50844 -4.36444 2.97200  0.10
67 H 1.78232 1.25447 -1.83035  0.04
68 H -0.33675 -3.65957 -5.78477  0.08
69 H -1.56168 5.70219 -3.91745  0.00
70 H -1.38257 -0.97306 -5.16105  0.07
71 H 1.93569 -1.99136 2.96880  0.09
72 H 1.25986 3.12966 2.03708  0.06
73 H -1.79167 -5.96346 -0.04202  0.11
74 H 0.05006 -5.24796 2.85478  0.09
75 H 0.41408 -3.60690 -3.21850  0.10
76 H -2.55134 -0.78581 -3.82568  0.10
77 H 0.63837 -6.39353 0.40482  0.10
78 H -1.53590 0.41231 3.49067  0.09
79 H 0.06511 5.72120 7.20443  0.11
80 H 3.01814 -2.30766 -2.82430  0.09
81 H 1.54716 -2.42777 -1.06104  0.08

Atoms 1-6, force components in eV/Å:
0.465 -0.588 -0.966
-0.107 0.649 -0.422
0.340 -0.429 0.619
-0.096 -0.142 0.185
-1.102 1.965 -1.408
0.302 0.451 -0.758

E_LUMO = -0.2 eV
frontier orbital gap = 8.161 eV
M = 654.05 Da
HOMO level = -0.307 Ha
net charge = 0